Record 1
{
  "formula": "C17H25ClN7O2Zn",
  "method": "wB97M-V/def2-TZVPD",
  "energy_ha": -3435.96178,
  "total_charge": 1,
  "e_lumo_ev": -2.43,
  "molar_mass_g_mol": 460.28,
  "orbital_gap_ev": 7.5,
  "homo_energy_ev": -9.9,
  "symbols": ["N", "C", "C", "H", "C", "N", "H", "C", "H", "H", "N", "H", "C", "C", "H", "N", "C", "H", "H", "H", "H", "C", "H", "C", "H", "H", "C", "H", "H", "C", "Cl", "C", "H", "N", "C", "H", "N", "C", "Zn", "C", "C", "O", "H", "H", "H", "H", "H", "H", "H", "C", "H", "O", "N"],
  "coordinates": [[-5.16, -0.93, 4.11], [-0.54, 2.15, -2.96], [-0.97, -2.58, 3.75], [-2.62, -1.71, 2.26], [3.68, -0.12, -0.65], [-3.14, -1.64, 3.13], [1.40, 0.74, 2.56], [1.54, 3.42, -2.79], [-0.82, 0.01, 2.70], [-6.00, -0.41, 3.98], [4.26, -1.09, -2.72], [-1.89, -0.94, 4.72], [3.12, -0.67, -3.23], [-0.17, -0.64, 2.10], [0.80, -2.43, 2.53], [2.82, -0.94, -4.52], [-0.30, 1.88, -4.32], [1.16, 0.08, -2.70], [-1.05, 1.35, -4.88], [-2.59, -2.58, 5.05], [3.63, -1.27, -5.08], [0.28, 2.85, -0.73], [2.17, -0.33, -5.02], [0.16, -1.77, 3.08], [0.78, 3.75, -0.34], [0.80, -1.31, 3.82], [-0.91, -1.00, 0.79], [3.90, 0.01, 0.41], [-5.15, -1.59, 4.89], [0.37, 2.82, -2.18], [1.44, 1.87, -6.50], [-2.21, -1.87, 4.28], [-0.80, 2.88, -0.49], [-4.73, -0.71, 1.87], [4.55, -0.84, -1.41], [2.15, 4.08, -2.26], [2.45, 0.17, -1.12], [1.80, 3.08, -4.12], [1.01, 1.09, -0.02], [-4.33, -1.09, 3.08], [0.87, 2.28, -4.86], [-0.37, -0.49, -0.25], [-5.47, -0.07, 1.78], [-1.31, 1.63, -2.43], [-4.10, -0.69, 1.06], [1.76, -0.56, 1.63], [5.59, -1.22, -1.14], [2.67, 3.46, -4.64], [-0.55, -3.17, 4.58], [2.18, -0.12, -2.36], [-1.27, -3.34, 2.99], [-1.98, -1.65, 0.81], [1.09, 0.14, 1.79]],
  "mulliken_charge": [-0.374, -0.406, -1.108, 0.198, -0.455, -0.120, 0.341, -0.776, 0.203, 0.201, -0.623, 0.321, 0.298, 0.231, 0.470, -0.394, -0.514, 0.550, 0.440, 0.439, 0.309, -1.454, 0.187, -0.840, 0.585, 0.410, 0.442, 0.489, 0.242, 0.704, -0.191, -0.599, 0.511, -0.382, -0.350, 0.496, 0.198, -0.509, 0.069, 0.711, 0.161, -0.517, 0.215, 0.348, 0.251, 0.336, 0.355, 0.458, 0.470, -0.105, 0.398, -0.912, -0.407]
}

Record 2
{
  "formula": "CH6NO",
  "method": "wB97M-V/def2-TZVPD",
  "energy_ha": -171.28448,
  "total_charge": 1,
  "de_lowest_kcal_mol": 89.4,
  "e_lumo_ev": [-4.91, -5.01],
  "molar_mass_g_mol": 48.07,
  "orbital_gap_ev": [9.4, 9.7],
  "homo_energy_ev": [-14.3, -14.7],
  "symbols": ["H", "H", "H", "N", "C", "H", "H", "O", "H"],
  "coordinates": [[1.27, 0.50, 1.76], [0.85, 1.04, -0.62], [-1.47, 0.98, -0.43], [-1.04, 0.15, -0.02], [0.44, 0.17, -0.11], [-1.37, 0.05, 0.96], [-1.34, -0.70, -0.53], [0.85, -1.05, -0.47], [1.81, -1.13, -0.53]],
  "mulliken_charge": [0.174, 0.321, 0.369, -0.277, -0.287, 0.387, 0.366, -0.435, 0.381]
}

Record 3
{
  "formula": "C36H40N4O4",
  "method": "wB97M-V/def2-TZVPD",
  "smiles": "C=C1N(c2c(C)cc(C)cc2C)C=CN1c1c(C)cc(C)cc1C.COc1ccc(C=C2C(=O)N(C)C(=O)N(C)C2=O)cc1",
  "energy_ha": -1915.78709,
  "de_lowest_kcal_mol": 0.0,
  "e_lumo_ev": -0.24,
  "molar_mass_g_mol": 592.74,
  "orbital_gap_ev": 6.3,
  "homo_energy_ev": -6.5,
  "symbols": ["C", "C", "N", "O", "H", "H", "C", "C", "H", "H", "C", "H", "C", "H", "H", "H", "N", "H", "H", "H", "H", "C", "H", "H", "H", "H", "C", "C", "H", "H", "C", "C", "H", "H", "H", "H", "C", "C", "H", "C", "C", "H", "C", "N", "N", "C", "H", "C", "O", "H", "C", "H", "C", "C", "C", "C", "C", "C", "H", "H", "C", "H", "H", "H", "C", "H", "C", "C", "H", "O", "H", "H", "H", "H", "C", "C", "C", "C", "C", "H", "C", "H", "O", "C"],
  "coordinates": [[0.41, 0.51, -1.86], [1.64, -1.47, -0.88], [-2.39, -0.50, 1.13], [3.51, 4.14, -4.60], [0.50, 1.92, 6.39], [-1.64, 2.27, 5.50], [-0.08, -1.81, -2.54], [-3.19, -1.18, -1.04], [-0.78, -1.38, -3.27], [-2.75, -3.26, -1.34], [0.05, -3.18, -2.42], [2.23, -0.79, -0.26], [-0.08, -0.25, 3.84], [3.05, -5.33, -0.77], [1.58, 5.03, -5.13], [1.81, -5.33, 0.54], [-1.08, -0.58, 2.87], [0.09, 4.06, -5.32], [3.78, 0.11, 6.64], [2.66, -3.23, -0.17], [2.96, -1.31, 4.94], [-3.39, -0.82, -2.38], [-2.46, -1.57, 4.20], [-3.44, 2.23, 1.28], [0.87, 0.21, 1.05], [-4.34, -2.95, -0.62], [1.24, 1.43, -2.46], [-2.90, 1.50, -1.88], [-4.33, 1.23, -4.49], [5.27, 3.21, -3.23], [0.63, 2.66, -3.00], [-1.13, -0.17, 1.56], [-0.43, 1.29, 0.20], [5.00, 1.89, -4.37], [-2.88, -2.80, 0.36], [-2.69, 2.51, -2.22], [-2.81, 1.20, -0.52], [0.67, 1.11, 5.67], [1.16, -1.95, 1.96], [-2.28, -1.20, 3.21], [-3.29, -2.61, -0.63], [-1.80, 2.04, 3.76], [2.03, -5.63, -0.49], [1.43, 3.46, -3.84], [3.40, 2.38, -3.12], [-3.32, 0.86, -4.27], [-2.60, 1.64, -4.54], [1.01, -3.71, -1.52], [-0.56, 2.96, -2.88], [-3.69, -1.58, -3.11], [1.15, -2.25, 3.02], [2.56, 0.91, 7.68], [2.67, 1.22, -2.73], [-2.86, -0.15, -0.15], [0.69, -0.92, -1.75], [1.87, 0.40, 5.70], [2.82, 3.38, -3.92], [0.79, 4.51, -4.61], [-1.71, 2.34, 1.01], [1.91, -6.71, -0.62], [4.81, 2.24, -3.35], [5.22, 1.52, -2.64], [3.35, 1.83, 6.38], [-2.79, 3.27, -0.01], [1.06, -1.05, 3.92], [-4.05, -1.59, 1.95], [1.84, -2.84, -0.79], [2.96, 0.83, 6.66], [0.29, -2.92, 3.17], [1.06, -5.07, -1.40], [2.06, -2.81, 3.23], [-0.66, 0.76, -1.88], [-2.49, 0.85, 4.89], [-0.56, -3.86, -3.02], [-3.19, 0.50, -2.82], [2.05, -0.71, 4.86], [-1.63, 1.51, 4.71], [-3.07, -1.19, 2.12], [-0.33, 0.78, 4.74], [0.25, 5.18, -3.95], [-2.68, 2.30, 0.50], [-3.14, -0.02, -4.90], [3.26, 0.14, -2.64], [-0.17, 0.39, 0.73]],
  "mulliken_charge": [-0.021, 0.010, 0.403, -0.646, 0.379, 0.440, -0.078, 1.579, 0.497, 0.364, -1.093, 0.594, -0.381, 0.314, 0.379, 0.284, 1.097, 0.310, 0.345, 0.318, 0.281, -0.925, 0.682, 0.385, 0.856, 0.271, 0.532, -1.700, 0.377, 0.341, -0.383, 0.661, 0.442, 0.344, 0.374, 0.449, 1.032, -1.124, 0.020, -1.053, -1.801, 0.121, -0.772, 0.066, 0.043, -1.744, 0.292, 0.889, -0.573, 0.366, -1.140, 0.345, 0.144, 0.187, 0.660, 0.799, 0.618, -1.073, 0.229, 0.260, -1.066, 0.343, 0.299, 0.460, 0.922, 0.692, -0.715, -1.441, 0.278, -0.476, 0.400, -0.602, 0.308, 0.480, 1.155, -1.204, -1.240, -0.680, 0.860, 0.308, -1.473, 0.364, -0.598, -2.249]
}

Record 4
{
  "formula": "C5H6PS",
  "method": "wB97M-V/def2-TZVPD",
  "multiplicity": 3,
  "energy_ha": -933.53477,
  "total_charge": -1,
  "de_lowest_kcal_mol": 11.0,
  "e_lumo_ev": [3.71, 2.80],
  "molar_mass_g_mol": 129.14,
  "orbital_gap_ev": [5.2, 6.0],
  "homo_energy_ev": [-1.4, -3.2],
  "symbols": ["H", "C", "C", "P", "H", "C", "H", "H", "H", "H", "S", "C", "C"],
  "coordinates": [[2.29, -0.59, -0.81], [-1.60, 0.07, -0.92], [2.01, -0.12, 0.11], [-2.59, 0.95, 0.28], [2.46, 0.94, 0.02], [0.51, 0.03, 0.29], [-2.12, -0.29, -1.73], [2.43, -0.44, 0.99], [-0.15, -1.07, -1.66], [0.94, 0.77, 2.20], [-3.91, -0.46, 0.66], [0.06, 0.53, 1.44], [-0.33, -0.32, -0.87]],
  "mulliken_spin": [0.001, -0.050, 0.083, 0.572, -0.014, -0.174, 0.000, -0.028, 0.019, 0.087, 0.356, 0.959, 0.188]
}

Record 5
{
  "formula": "C34H59Br8Cl6INO3",
  "method": "wB97M-V/def2-TZVPD",
  "energy_ha": -25261.46011,
  "total_charge": 1,
  "e_lumo_ev": -1.97,
  "molar_mass_g_mol": 1508.70,
  "orbital_gap_ev": 9.3,
  "homo_energy_ev": -11.2,
  "symbols": ["C", "Cl", "H", "H", "Cl", "C", "H", "Br", "H", "H", "H", "H", "H", "H", "H", "H", "H", "Cl", "H", "H", "H", "H", "C", "Br", "H", "H", "H", "C", "Br", "H", "H", "Cl", "H", "C", "H", "H", "C", "H", "H", "H", "Br", "C", "H", "H", "H", "C", "C", "H", "C", "H", "H", "Cl", "C", "C", "H", "C", "H", "C", "Br", "H", "C", "H", "C", "N", "H", "C", "C", "H", "H", "H", "H", "C", "C", "Cl", "Br", "H", "H", "C", "H", "C", "C", "C", "C", "H", "I", "C", "H", "H", "O", "O", "Br", "H", "C", "C", "C", "H", "H", "H", "C", "H", "C", "Br", "C", "H", "H", "C", "H", "O", "H", "C", "H", "H"],
  "coordinates": [[-3.79, -1.09, -0.19], [0.54, -3.13, 2.90], [4.47, 5.42, 2.28], [3.65, 6.89, 2.86], [-1.11, -5.06, 0.82], [-4.70, -2.01, 0.86], [-0.49, 5.37, 1.10], [-6.53, -3.74, 3.30], [2.20, 0.69, 2.81], [2.59, -0.93, 1.94], [2.27, -5.82, -0.90], [-2.39, -2.75, 0.19], [0.72, 1.48, -5.40], [2.68, -3.73, -2.74], [-0.12, 2.85, 1.73], [1.21, 1.69, -3.60], [-2.55, 3.41, 1.72], [-4.84, -0.99, -1.76], [1.39, -0.07, -2.29], [-3.96, -2.46, 1.68], [-5.12, -2.94, 0.28], [-1.43, -0.46, 0.34], [-7.35, -5.26, 2.39], [4.51, 0.73, 0.63], [4.41, 0.16, -3.99], [-0.06, -2.86, -2.99], [3.84, -4.73, 2.14], [0.09, -1.86, 0.15], [-5.87, 6.18, 1.39], [-3.56, -0.03, 0.26], [0.75, 1.02, -0.02], [-2.74, -2.71, -2.23], [-4.02, 8.47, 1.64], [-0.31, 3.11, 0.58], [-8.20, -4.87, 1.83], [4.65, 3.17, 1.14], [0.38, -5.55, -3.16], [0.18, -6.60, -3.69], [0.40, 1.97, -1.60], [2.32, -2.83, 0.90], [6.76, 6.36, 0.68], [3.63, -5.48, 1.26], [-7.71, -5.91, 3.19], [0.71, -0.78, -4.87], [6.69, 3.04, 2.79], [-0.19, -1.95, 1.70], [0.82, -2.37, -2.36], [-5.38, -6.13, 2.01], [0.29, -0.50, 2.42], [5.27, 8.26, 1.33], [0.75, 3.27, 0.11], [-0.57, -0.55, 4.11], [0.45, -0.78, -2.49], [-5.84, 7.71, 2.60], [6.54, 1.27, 2.71], [5.40, 2.37, 1.20], [4.42, -1.29, -5.18], [2.37, -5.09, 0.11], [-6.00, -5.01, -0.13], [-0.15, -4.80, -3.93], [-2.63, 4.32, 0.95], [-0.65, 1.96, -4.22], [5.48, 7.30, 1.81], [-1.13, -1.12, -0.45], [4.47, -2.26, -2.84], [2.19, -2.73, -3.18], [-1.08, 4.59, 0.44], [-1.01, 4.98, -0.68], [-1.37, -1.95, 1.93], [-3.01, 5.30, 1.44], [3.09, -3.12, -0.71], [-0.17, -4.45, -0.73], [-4.47, 8.36, 2.63], [-1.43, -7.09, -1.44], [-3.23, 7.32, 3.71], [-6.74, -6.95, 1.21], [3.35, -0.99, -2.06], [4.25, 6.47, 2.05], [-1.06, -0.65, -4.35], [-6.34, -5.98, 1.53], [-2.38, -1.90, -0.65], [-0.36, -5.55, -1.74], [1.89, -0.45, 2.74], [-6.18, 7.36, 3.58], [2.10, -3.28, -5.29], [0.68, -3.07, -0.84], [6.02, 7.48, 2.75], [-6.58, 8.41, 2.19], [2.01, -5.66, 1.52], [-1.90, 0.38, -2.20], [3.07, 6.48, 0.50], [3.92, -6.63, 1.31], [0.32, 1.31, -4.29], [2.13, -3.34, -0.11], [3.74, -0.76, -4.36], [-5.51, -1.39, 1.43], [2.81, -0.29, -4.88], [-0.15, 0.43, 1.87], [3.45, -1.67, -3.03], [1.55, -5.48, -3.18], [-0.70, -0.15, -1.52], [4.65, 2.30, 3.97], [-0.09, 1.24, -0.80], [1.03, -1.11, 0.12], [-1.79, 1.33, -2.49], [6.01, 2.21, 2.57], [6.17, 2.55, 0.45], [-1.11, 2.05, -0.11], [-4.52, 9.34, 3.11], [0.02, -0.32, -4.05], [-3.23, 4.01, -0.01], [2.04, -0.89, 3.83]],
  "mulliken_charge": [0.409, 0.056, 0.000, 0.366, -0.082, -0.432, 0.293, -0.132, 0.040, -0.093, 0.147, -0.015, 0.380, 0.515, 0.288, 0.174, 0.148, -0.199, 0.051, 0.292, -0.267, 0.663, -0.551, -0.094, 0.303, 0.225, 0.245, -2.812, -0.121, 0.288, 0.561, -0.080, 0.362, -0.495, 0.360, 0.074, -0.639, 0.429, 0.408, -0.199, -0.147, -0.610, 0.354, 0.168, 0.356, 0.045, 0.209, 0.358, 0.537, 0.372, 0.320, -0.131, 0.423, -0.544, 0.469, -0.315, 0.375, 0.278, -0.150, 0.110, -0.170, 0.226, -0.571, 0.788, 0.350, -1.685, -0.475, 0.250, 0.028, -0.168, 0.137, -0.133, -0.622, -0.185, -0.137, 0.353, -0.093, -0.265, 0.289, -0.599, 0.154, -0.224, -0.344, 0.368, 0.153, 2.831, 0.366, 0.333, -0.392, -0.555, -0.127, 0.307, -0.844, -0.139, -1.259, 0.355, 0.283, -0.203, 0.353, 0.175, 0.049, -0.146, -1.507, -0.079, 0.511, -0.699, 0.388, -0.183, 0.367, -0.562, 0.208, 0.404]
}

Record 6
{
  "formula": "C2H4N3O",
  "method": "wB97M-V/def2-TZVPD",
  "smiles": "C/[N+]([O-])=C/[N+]#N",
  "energy_ha": -317.68975,
  "total_charge": 1,
  "de_lowest_kcal_mol": 95.4,
  "e_lumo_ev": [-6.80, -6.80],
  "molar_mass_g_mol": 86.07,
  "orbital_gap_ev": [9.1, 9.1],
  "homo_energy_ev": [-15.9, -15.9],
  "symbols": ["H", "O", "H", "H", "N", "C", "H", "N", "N", "C"],
  "coordinates": [[-1.15, 0.10, 1.53], [1.37, -0.84, -0.27], [0.34, -0.87, 1.95], [0.52, 0.80, 1.71], [-0.05, 0.27, -2.10], [-0.57, 0.26, -0.86], [-1.60, 0.63, -0.76], [0.91, 0.04, -2.65], [0.31, -0.30, 0.04], [-0.07, -0.09, 1.40]],
  "mulliken_charge": [0.327, -0.456, 0.301, 0.342, 0.414, 0.057, 0.355, -0.122, 0.490, -0.708]
}